# 1
DFT (ωB97M-V/def2-TZVPD) results for a molecular structure, C5H14BaO5 at a distorted geometry.

Structure (XYZ):
```
25
Properties=species:S:1:pos:R:3:forces:R:3
Ba 0.307 1.612 1.644 -0.548 -0.943 -0.650
C -2.938 3.397 -0.428 -0.817 -0.186 0.510
O -1.592 3.102 0.003 0.951 -0.179 0.894
H -3.456 2.442 -0.410 0.082 -0.020 -0.511
H -3.498 4.005 0.286 0.430 0.209 0.086
H -2.956 3.885 -1.397 0.125 -0.207 -0.144
H -1.113 3.919 0.181 -0.440 0.416 -0.407
C 1.702 0.440 -1.393 0.155 0.195 -1.243
O 0.933 1.584 -0.938 0.374 -0.007 0.650
H 2.700 0.420 -0.956 -0.154 -0.192 0.287
H 1.117 -0.466 -1.267 0.048 0.031 0.426
H 1.836 0.536 -2.472 0.036 -0.023 0.059
H 1.284 2.358 -1.399 -0.247 -0.052 -0.087
C -1.784 -2.262 0.159 -1.978 -0.682 -0.060
O -0.491 -2.841 0.084 0.502 0.608 -0.206
C 0.489 -2.226 0.703 -0.267 -0.243 0.299
O 0.349 -1.203 1.394 0.197 0.781 -0.342
O 1.609 -2.871 0.517 -0.319 0.234 0.349
C 2.778 -2.405 1.210 0.830 0.017 -0.632
H -2.463 -2.918 -0.393 0.462 -0.251 0.004
H -1.970 -1.302 -0.326 0.922 0.254 0.167
H -2.175 -2.286 1.175 0.321 0.291 0.151
H 3.251 -1.630 0.603 -0.172 0.220 0.139
H 3.486 -3.228 1.195 -0.229 -0.180 0.199
H 2.592 -2.064 2.221 -0.264 -0.092 0.063
```
Positions in Å, forces in eV/Å.

* molar mass: 291.49 g mol⁻¹
* energy above the lowest of the compared OMol25 structures with the same formula, charge and spin: 21.1 kcal/mol
* Kohn-Sham gap: 10.05 eV
* 2S+1: 1
* energy: -16328.7306 eV
* total charge: +2
* E_HOMO: -0.651 hartree

# 2
DFT (ωB97M-V/def2-TZVPD) results for a molecular structure, C5H14BeN3 at a distorted geometry.

Structure (XYZ):
```
23
Properties=species:S:1:pos:R:3:forces:R:3
C 0.584 -1.689 -2.718 0.289 0.034 -0.603
Be -1.577 -0.908 0.140 0.356 -0.113 0.976
N -1.318 -2.561 -0.245 0.221 0.637 -0.517
H 0.890 -2.466 -2.006 -0.217 0.249 -0.097
H -0.453 -2.810 0.246 0.188 -0.405 0.034
H -2.616 -0.680 0.992 -0.455 0.112 -0.288
H 0.347 -2.159 -3.681 0.017 0.001 0.260
H 1.419 -1.001 -2.878 -0.035 -0.005 0.077
H -0.284 -1.112 -2.390 0.171 -0.157 0.126
H -2.054 -3.195 0.076 -0.041 0.040 -0.045
H -1.156 -2.731 -1.246 -0.181 -0.284 0.326
C 0.474 3.234 1.989 0.000 -0.976 -0.636
N 0.435 1.997 1.218 3.223 2.300 1.341
C 1.534 1.233 0.789 -0.446 -0.200 -0.020
C 1.025 0.107 0.226 -0.763 0.757 0.088
N -0.378 0.178 0.284 0.389 -2.816 -1.159
C -0.683 1.354 0.868 -3.230 1.048 -0.030
H 1.109 3.122 2.876 -0.064 0.038 -0.006
H 0.848 4.076 1.391 -0.045 0.012 0.012
H -0.549 3.458 2.306 0.215 -0.027 0.017
H 2.555 1.544 0.927 -0.026 0.033 0.060
H 1.528 -0.723 -0.242 0.030 0.043 0.102
H -1.679 1.732 1.078 0.402 -0.324 -0.016
```
Positions in Å, forces in eV/Å.

* molar mass: 125.20 g mol⁻¹
* energy above the lowest of the compared OMol25 structures with the same formula, charge and spin: 0.0 kcal/mol
* Kohn-Sham gap (spin up / spin down): 2.96 / 3.45 eV
* 2S+1: 1
* energy: -10281.8908 eV
* total charge: -1
* E_HOMO (spin up / spin down): 0.009 / -0.004 hartree

# 3
DFT (ωB97M-V/def2-TZVPD) results for a molecular structure, C5H14CsO3 at a distorted geometry.

Structure (XYZ):
```
23
Properties=species:S:1:pos:R:3:forces:R:3
Cs -1.530 0.912 3.711 0.050 -0.022 -0.154
C -4.236 -0.103 -1.419 0.512 -0.604 -0.578
O -2.882 -0.537 -1.100 -0.920 0.472 0.318
C -2.190 -0.970 -2.259 1.501 0.573 -0.291
C -0.633 -0.576 -2.257 -1.466 0.408 0.436
O -0.476 0.763 -1.783 0.400 0.131 -0.015
C 0.870 1.199 -1.878 1.003 -0.066 0.081
H -4.176 0.731 -2.118 -0.128 0.100 0.051
H -4.885 0.150 -0.581 0.895 0.246 0.579
H -4.811 -0.908 -1.876 0.240 -0.239 -0.411
H -2.644 -0.546 -3.155 -0.054 0.079 -0.038
H -2.237 -2.057 -2.324 -0.033 -0.139 -0.135
H -0.175 -0.623 -3.245 -0.445 -0.305 -0.364
H -0.094 -1.302 -1.648 0.164 0.110 0.432
H 1.270 1.500 -2.846 -0.743 -0.450 -0.823
H 1.560 0.429 -1.533 0.004 -0.245 0.222
H 1.129 2.102 -1.325 -0.917 -0.047 0.677
C 4.404 -0.418 4.593 0.603 1.349 0.836
O 3.971 0.882 4.109 -0.633 -1.067 -0.802
H 4.063 -1.257 3.988 -0.292 0.560 -0.282
H 5.494 -0.433 4.618 0.072 -0.169 -0.122
H 4.076 -0.555 5.624 -0.177 -0.187 0.016
H 4.133 1.616 4.705 0.365 -0.489 0.368
```
Positions in Å, forces in eV/Å.

* molar mass: 255.07 g mol⁻¹
* Kohn-Sham gap: 8.21 eV
* 2S+1: 1
* energy: -12094.6401 eV
* total charge: +1
* E_HOMO: -0.443 hartree

# 4
DFT (ωB97M-V/def2-TZVPD) results for 2 unconnected molecules or ions with the total composition C5H14N at a distorted geometry.

Structure (XYZ):
```
20
Properties=species:S:1:pos:R:3:forces:R:3
C -0.735 0.076 -0.502 -0.191 0.106 0.244
C -0.635 -1.276 0.191 0.742 0.138 -0.316
C -0.194 -1.149 1.649 -0.824 0.233 0.119
C 0.438 -2.424 2.193 -0.422 0.543 1.098
H -1.301 0.785 0.114 -0.196 -0.128 -0.150
H -1.219 -0.042 -1.479 0.108 0.203 0.077
H 0.265 0.525 -0.606 0.075 -0.231 -0.070
H 0.131 -1.862 -0.333 -0.208 -0.039 -0.036
H -1.583 -1.794 0.043 0.028 -0.136 0.349
H -1.066 -0.868 2.259 0.015 -0.247 -0.083
H 0.441 -0.261 1.761 0.382 -0.317 -0.113
H -0.248 -3.268 2.094 0.300 -0.103 -0.533
H 0.531 -2.339 3.284 0.279 0.114 -0.191
H 1.432 -2.586 1.785 -0.094 -0.355 -0.190
C 0.107 2.385 -2.010 0.231 -0.066 -0.026
N 1.141 3.109 -2.185 -0.102 0.244 0.418
H -0.046 1.467 -2.559 -0.037 0.215 -0.391
H -0.614 2.673 -1.256 0.020 0.004 0.010
H 1.297 3.893 -1.555 0.014 0.114 -0.257
H 1.859 2.954 -2.888 -0.120 -0.293 0.041
```
Positions in Å, forces in eV/Å.

* molar mass: 88.17 g mol⁻¹
* energy above the lowest of the compared OMol25 structures with the same formula, charge and spin: 35.7 kcal/mol
* Kohn-Sham gap: 8.45 eV
* 2S+1: 1
* energy: -6894.3123 eV
* total charge: +1
* E_HOMO: -0.517 hartree

# 5
DFT (ωB97M-V/def2-TZVPD) results for a gas-phase ion, C5H14N (charge +1) at a distorted geometry.

Structure (XYZ):
```
20
Properties=species:S:1:pos:R:3:forces:R:3
C -0.425 2.932 0.240 -0.379 -0.133 0.424
C 0.431 1.650 0.156 0.425 1.243 -0.279
C -0.400 0.411 -0.126 0.605 -0.865 -0.906
C 0.368 -0.694 -0.932 0.418 0.347 0.323
C 0.726 -1.952 -0.173 0.026 -0.533 0.203
N -0.446 -2.518 0.615 -0.467 0.135 -0.499
H -0.212 3.539 1.119 0.224 -0.032 -0.022
H -1.486 2.684 0.328 -0.007 -0.004 -0.088
H -0.311 3.571 -0.630 0.025 -0.035 -0.124
H 1.090 1.617 1.023 -0.261 -0.555 0.289
H 1.150 1.809 -0.655 -0.188 -0.231 -0.156
H -1.228 0.690 -0.772 -0.243 0.161 0.213
H -0.815 -0.020 0.783 -0.245 0.233 0.259
H 1.343 -0.285 -1.203 -0.007 0.036 -0.161
H -0.108 -0.925 -1.885 -0.256 -0.109 0.126
H 1.513 -1.796 0.542 0.210 0.271 0.476
H 1.070 -2.785 -0.779 -0.089 0.109 -0.421
H -0.660 -1.947 1.430 0.051 -0.024 0.167
H -1.279 -2.492 0.021 -0.035 -0.045 0.041
H -0.319 -3.489 0.898 0.192 0.033 0.135
```
Positions in Å, forces in eV/Å.

* molar mass: 88.17 g mol⁻¹
* energy above the lowest of the compared OMol25 structures with the same formula, charge and spin: 11.9 kcal/mol
* Kohn-Sham gap: 10.97 eV
* 2S+1: 1
* energy: -6895.3457 eV
* total charge: +1
* E_HOMO: -0.541 hartree

# 6
DFT (ωB97M-V/def2-TZVPD) results for a single C5H14N2 molecule at a distorted geometry.

Structure (XYZ):
```
21
Properties=species:S:1:pos:R:3:forces:R:3
C 1.844 -1.176 0.142 -0.550 0.160 -0.228
C 1.001 -0.004 -0.375 1.248 0.491 0.729
C 1.910 1.111 -0.908 -0.487 -0.217 -0.524
N 0.115 0.551 0.646 -0.453 -0.049 -0.180
C -1.023 -0.288 1.003 -0.281 -0.178 1.212
C -2.058 -0.432 -0.087 0.546 -0.778 -1.149
N -2.853 0.728 -0.396 -0.744 0.345 -0.081
H 1.232 -1.998 0.501 -0.166 -0.135 0.007
H 2.465 -1.556 -0.662 0.333 -0.068 0.064
H 2.437 -0.828 0.986 0.309 -0.028 -0.059
H 0.431 -0.282 -1.233 -0.710 -0.507 -0.429
H 1.254 1.931 -1.171 0.014 0.438 0.114
H 2.679 1.446 -0.220 0.055 0.002 0.222
H 2.372 0.806 -1.851 0.221 -0.137 0.200
H 0.648 0.682 1.495 0.173 0.272 0.005
H -0.725 -1.250 1.444 0.093 -0.361 -0.585
H -1.525 0.159 1.871 0.053 0.376 -0.169
H -2.673 -1.328 0.041 -0.374 0.369 0.641
H -1.570 -0.751 -1.020 0.261 0.353 0.085
H -3.626 0.887 0.236 0.081 -0.210 0.134
H -2.336 1.593 -0.440 0.378 -0.138 -0.010
```
Positions in Å, forces in eV/Å.

* molar mass: 102.18 g mol⁻¹
* energy above the lowest of the compared OMol25 structures with the same formula, charge and spin: 16.5 kcal/mol
* Kohn-Sham gap: 9.83 eV
* 2S+1: 1
* energy: -8391.9050 eV
* E_HOMO: -0.321 hartree

# 7
DFT (ωB97M-V/def2-TZVPD) results for 2 unconnected molecules or ions with the total composition C5H14N2 at a distorted geometry.

Structure (XYZ):
```
21
Properties=species:S:1:pos:R:3:forces:R:3
C 1.305 1.045 -1.281 0.180 -0.217 0.222
C 0.816 -0.036 -0.323 -1.655 -0.114 -1.358
N 1.624 -1.240 -0.354 1.126 -0.779 0.166
C 0.482 0.430 1.062 -1.753 -1.877 0.807
N 0.034 1.775 1.303 -0.649 0.702 -0.103
H 1.526 0.601 -2.250 0.041 0.012 -0.070
H 2.209 1.520 -0.895 0.100 0.059 -0.071
H 0.548 1.814 -1.440 0.003 -0.055 0.018
H -0.221 -0.402 -0.740 1.665 0.940 0.304
H 1.968 -1.597 0.531 -0.596 0.329 0.325
H 2.485 -1.198 -0.890 -0.356 0.475 -0.359
H 1.299 0.215 1.754 0.007 -0.370 0.040
H -0.497 -0.280 1.306 2.526 1.345 0.134
H -0.957 1.791 1.505 0.074 0.071 0.006
H 0.179 2.435 0.553 0.246 -0.097 -0.121
C -2.101 -0.982 0.707 -1.613 -0.988 -1.679
C -1.924 -1.199 -0.626 -1.049 -0.218 1.556
H -2.059 -1.808 1.404 0.596 0.010 0.094
H -2.761 -0.185 1.030 0.424 0.421 0.057
H -1.609 -2.167 -0.991 0.406 0.080 0.018
H -2.346 -0.533 -1.366 0.276 0.274 0.012
```
Positions in Å, forces in eV/Å.

* molar mass: 102.18 g mol⁻¹
* energy above the lowest of the compared OMol25 structures with the same formula, charge and spin: 63.5 kcal/mol
* Kohn-Sham gap: 9.60 eV
* 2S+1: 1
* energy: -8389.8674 eV
* E_HOMO: -0.314 hartree

# 8
DFT (ωB97M-V/def2-TZVPD) results for 2 unconnected molecules or ions with the total composition C5H14N2 at a distorted geometry.

Structure (XYZ):
```
21
Properties=species:S:1:pos:R:3:forces:R:3
C 1.693 2.092 -1.124 1.890 -0.869 -2.265
C 0.825 1.807 -0.185 -0.053 0.550 0.803
C -0.009 2.860 0.581 -0.927 -1.092 -1.462
H 2.388 1.253 -1.614 -1.705 2.008 1.118
H 1.769 3.109 -1.549 0.175 -0.622 0.266
H 0.824 0.765 0.114 -0.537 0.264 0.335
H -0.390 3.676 -0.157 0.762 -1.294 1.538
H -0.891 2.261 0.974 0.850 1.260 -0.137
H 0.618 3.254 1.398 -0.589 0.069 -0.287
C -2.041 -1.436 0.174 -2.021 1.377 -2.340
C -0.880 -2.460 0.100 0.410 1.295 1.333
N 0.388 -1.949 -0.455 -1.889 1.446 0.936
N 1.329 -1.483 0.533 0.196 -1.135 0.004
H -1.792 -0.404 0.512 0.469 -0.767 -0.164
H -2.502 -1.264 -0.897 1.026 -0.263 1.847
H -2.975 -1.661 0.781 1.447 -0.541 -0.404
H -0.822 -2.807 1.146 0.842 -0.221 -0.213
H -1.145 -3.299 -0.470 -0.642 -1.096 -0.860
H 0.885 -2.494 -1.107 0.127 -1.241 -0.340
H 0.811 -0.970 1.226 -0.094 0.334 0.087
H 1.916 -0.850 0.020 0.264 0.538 0.206
```
Positions in Å, forces in eV/Å.

* molar mass: 102.18 g mol⁻¹
* energy above the lowest of the compared OMol25 structures with the same formula, charge and spin: 80.6 kcal/mol
* Kohn-Sham gap: 8.84 eV
* 2S+1: 1
* energy: -8389.1260 eV
* E_HOMO: -0.286 hartree

2S+1 of number 1 (C5H14BaO5)?
1

Copy entry 1 word for word.
DFT (ωB97M-V/def2-TZVPD) results for a molecular structure, C5H14BaO5 at a distorted geometry.

Structure (XYZ):
```
25
Properties=species:S:1:pos:R:3:forces:R:3
Ba 0.307 1.612 1.644 -0.548 -0.943 -0.650
C -2.938 3.397 -0.428 -0.817 -0.186 0.510
O -1.592 3.102 0.003 0.951 -0.179 0.894
H -3.456 2.442 -0.410 0.082 -0.020 -0.511
H -3.498 4.005 0.286 0.430 0.209 0.086
H -2.956 3.885 -1.397 0.125 -0.207 -0.144
H -1.113 3.919 0.181 -0.440 0.416 -0.407
C 1.702 0.440 -1.393 0.155 0.195 -1.243
O 0.933 1.584 -0.938 0.374 -0.007 0.650
H 2.700 0.420 -0.956 -0.154 -0.192 0.287
H 1.117 -0.466 -1.267 0.048 0.031 0.426
H 1.836 0.536 -2.472 0.036 -0.023 0.059
H 1.284 2.358 -1.399 -0.247 -0.052 -0.087
C -1.784 -2.262 0.159 -1.978 -0.682 -0.060
O -0.491 -2.841 0.084 0.502 0.608 -0.206
C 0.489 -2.226 0.703 -0.267 -0.243 0.299
O 0.349 -1.203 1.394 0.197 0.781 -0.342
O 1.609 -2.871 0.517 -0.319 0.234 0.349
C 2.778 -2.405 1.210 0.830 0.017 -0.632
H -2.463 -2.918 -0.393 0.462 -0.251 0.004
H -1.970 -1.302 -0.326 0.922 0.254 0.167
H -2.175 -2.286 1.175 0.321 0.291 0.151
H 3.251 -1.630 0.603 -0.172 0.220 0.139
H 3.486 -3.228 1.195 -0.229 -0.180 0.199
H 2.592 -2.064 2.221 -0.264 -0.092 0.063
```
Positions in Å, forces in eV/Å.

* molar mass: 291.49 g mol⁻¹
* energy above the lowest of the compared OMol25 structures with the same formula, charge and spin: 21.1 kcal/mol
* Kohn-Sham gap: 10.05 eV
* 2S+1: 1
* energy: -16328.7306 eV
* total charge: +2
* E_HOMO: -0.651 hartree

energy of number 4 (C5H14N)?
-6894.3123 eV